Record 1
DFT (wB97M-V/def2-TZVPD) results for a single C3H7NO2S molecule in a non-equilibrium geometry.

Geometry (Å):
C 1.60031 -0.67802 -0.52217
C 0.56762 -0.91068 0.55099
O -0.74894 -1.01855 -0.05029
C -1.72503 -0.07613 -0.00284
S -3.31341 -0.54059 -0.22827
N -1.33599 1.24303 0.27441
O -0.16409 1.68648 -0.33158
H 2.56338 -0.25537 -0.22111
H 1.77270 -1.50456 -1.16914
H 1.25931 0.09915 -1.21285
H 0.72068 -1.86264 0.95992
H 0.56562 -0.19762 1.34736
H -2.14138 1.90956 0.19932
H 0.37921 2.10593 0.40626

As for the HOMO energy: -8.56 eV. The structure (SMILES) is CCOC(=S)NO. As for the total charge: 0. The calculation puts the total energy at -19642.39694 eV. The frontier orbital gap comes out at 8.94 eV. As for the LUMO energy: 0.38 eV.


Record 2
DFT (wB97M-V/def2-TZVPD) results for a single C3H7NO2S molecule in a non-equilibrium geometry.

Geometry (Å):
N 0.02205 1.67347 -0.34447
C 0.22633 0.50607 0.49338
C -0.85366 -0.60054 0.18178
S -2.53540 0.01161 -0.07415
C 1.50808 -0.21370 0.20400
O 2.26624 0.11846 -0.65670
O 1.56853 -1.33932 0.96788
H 0.41151 1.68502 -1.25205
H -0.99321 1.83300 -0.29385
H 0.26529 0.86077 1.63539
H -0.47330 -0.86404 -0.85564
H -0.91530 -1.49430 0.73742
H -2.79311 -0.38792 -1.31037
H 2.29597 -1.78859 0.56736

As for the HOMO energy: -9.37 eV. The structure (SMILES) is N[C@@H](CS)C(=O)O. As for the total charge: 0. The calculation puts the total energy at -19644.44135 eV. The frontier orbital gap comes out at 9.98 eV. As for the LUMO energy: 0.61 eV.


Record 3
DFT (wB97M-V/def2-TZVPD) results for 2 unconnected molecules or ions with the total composition C3H7NO2S in a non-equilibrium geometry.

Geometry (Å):
C -0.45682 -0.93531 0.74151
C -0.70325 1.49788 -1.07193
C 0.61420 0.05081 0.48922
N -0.68475 -1.94124 -0.18610
O -1.14274 -0.73446 1.67655
O 0.87024 0.84742 1.53494
S 2.02112 -0.45284 -0.48145
H -1.11993 2.47545 -0.69648
H 0.29065 1.74216 -1.43861
H -1.28307 0.78375 -1.70462
H 0.00313 -2.03879 -0.90792
H -1.58400 -2.45345 -0.10344
H 0.47266 0.49787 2.37750
H 2.70256 0.66076 -0.22917

As for the HOMO energy (alpha / beta): -8.50 / -7.85 eV. As for the total charge: 0. The calculation puts the total energy at -19641.82650 eV. The frontier orbital gap (alpha / beta) comes out at 8.39 / 8.03 eV. As for the LUMO energy (alpha / beta): -0.11 / 0.19 eV.


Record 4
DFT (wB97M-V/def2-TZVPD) results for 2 unconnected molecules or ions with the total composition C3H7NO2S in a non-equilibrium geometry.

Geometry (Å):
C 1.36946 -0.30193 -0.80733
C 0.06832 0.26259 1.32489
C 0.13125 -0.45248 0.07263
N -1.16715 0.90137 -0.98649
O -1.03432 0.94261 -2.17469
O -1.93169 1.52962 -0.27657
S -0.66300 -1.96503 0.03416
H 1.23362 -0.94871 -1.67063
H 2.18499 -0.52664 -0.21722
H 1.36390 0.61963 -1.19436
H -0.84872 0.94655 1.33940
H 0.85078 0.95103 1.52811
H -0.02892 -0.48428 2.18627
H -1.52852 -1.47433 0.84182

As for the HOMO energy (alpha / beta): -8.70 / -8.70 eV. As for the total charge: 0. The calculation puts the total energy at -19640.38468 eV. The frontier orbital gap (alpha / beta) comes out at 8.69 / 8.69 eV. As for the LUMO energy (alpha / beta): -0.01 / -0.01 eV.


Record 5
DFT (wB97M-V/def2-TZVPD) results for a single C3H7NO3 molecule in a non-equilibrium geometry.

Geometry (Å):
N 1.29141 1.01311 0.38826
C 0.57265 -0.24912 0.23652
C -0.91373 -0.15563 0.56470
O -1.00259 -0.22403 1.98551
C 0.66190 -0.67800 -1.23880
O 0.62930 -1.81362 -1.60576
O 0.34684 0.37868 -2.02599
H 1.04039 1.72047 -0.28485
H 1.24102 1.38194 1.32707
H 1.05714 -0.91074 0.94982
H -1.47057 -0.97396 0.08945
H -1.39861 0.75463 0.20093
H -1.93454 -0.31049 2.22659
H -0.12060 0.06675 -2.81344

As for the HOMO energy: -9.36 eV. The structure (SMILES) is N[C@@H](CO)C(=O)O. As for the total charge: 0. The calculation puts the total energy at -10856.86607 eV. The frontier orbital gap comes out at 9.91 eV. As for the LUMO energy: 0.55 eV.


Record 6
DFT (wB97M-V/def2-TZVPD) results for 3 unconnected molecules or ions with the total composition C3H7NO3 in a non-equilibrium geometry.

Geometry (Å):
C 0.33620 -0.72033 0.26225
C -0.78554 -1.63562 0.67423
C -1.06431 1.79816 -0.63786
N 0.98691 -0.74801 -0.81841
O 0.66644 0.23018 1.14538
O 0.90027 1.94599 -1.44268
O -1.12808 2.63389 0.14269
H 0.09946 0.19333 1.92525
H 1.40543 2.36124 -0.73881
H 0.71602 -1.47431 -1.46741
H 1.08167 0.98324 -1.37892
H -1.70235 -1.05249 0.77528
H -0.94870 -2.40778 -0.07237
H -0.56340 -2.10748 1.63139

As for the HOMO energy: -9.96 eV. As for the total charge: 0. The calculation puts the total energy at -10856.37759 eV. The frontier orbital gap comes out at 10.50 eV. As for the LUMO energy: 0.55 eV.


Record 7
DFT (wB97M-V/def2-TZVPD) results for a single C3H7NO3 molecule in a non-equilibrium geometry.

Geometry (Å):
N 1.68233 -0.80798 0.30652
C 0.97760 0.46422 0.47336
C -0.04141 0.80877 -0.61698
O -1.39275 0.90538 -0.16277
C -1.92023 -0.16157 0.46034
O -2.76997 -0.05249 1.31480
O -1.46982 -1.36160 0.04237
H 1.17528 -1.42793 -0.29843
H 2.58825 -0.65663 -0.09771
H 1.71446 1.24959 0.48253
H 0.50895 0.47588 1.44818
H 0.17913 1.79049 -0.99546
H 0.06327 0.13199 -1.45577
H -1.29508 -1.35813 -0.90097

As for the HOMO energy: -9.82 eV. The structure (SMILES) is NCCOC(=O)O. As for the total charge: 0. The calculation puts the total energy at -10856.71706 eV. The frontier orbital gap comes out at 10.22 eV. As for the LUMO energy: 0.40 eV.


Record 8
DFT (wB97M-V/def2-TZVPD) results for a single C3H7NO3 molecule in a non-equilibrium geometry.

Geometry (Å):
O -2.69300 1.23622 1.18306
C -1.53084 0.90996 1.10677
O -0.67320 1.06606 2.14445
N -0.91615 0.40972 -0.00682
C 0.39327 -0.25283 0.11361
C 0.86079 -0.62232 -1.28472
O 2.29633 -0.61644 -1.29687
H -1.23569 1.31280 2.87612
H -1.56668 -0.03514 -0.63377
H 0.35031 -1.11256 0.77900
H 1.09707 0.47219 0.51521
H 0.56103 -1.64661 -1.50079
H 0.47627 0.08751 -2.01529
H 2.58049 -1.20858 -1.97997

As for the HOMO energy: -10.16 eV. The structure (SMILES) is O=C(O)NCCO. As for the total charge: 0. The calculation puts the total energy at -10857.46117 eV. The frontier orbital gap comes out at 10.84 eV. As for the LUMO energy: 0.68 eV.


Record 9
DFT (wB97M-V/def2-TZVPD) results for a gas-phase ion, C3H7NO3 (charge +1) in a non-equilibrium geometry.

Geometry (Å):
O 1.42465 -1.05205 -0.87015
C 0.92704 -0.73128 0.15910
O 1.24479 -1.17603 1.36772
C -0.38916 0.12170 0.28197
C -0.71146 0.79117 -1.08254
O -2.07108 0.63012 -1.39128
N -0.24208 1.03727 1.34098
H 2.07663 -1.67656 1.41341
H -1.16040 -0.60656 0.52051
H -0.27273 0.30793 -1.93528
H -0.42124 1.84544 -1.10580
H -2.66097 1.27069 -0.97226
H -1.14040 1.29278 1.76339
H 0.36907 1.85134 1.25818

As for the spin multiplicity: 2. As for the HOMO energy (alpha / beta): -15.69 / -15.66 eV. As for the total charge: +1. The calculation puts the total energy at -10847.65653 eV. The frontier orbital gap (alpha / beta) comes out at 11.92 / 6.62 eV. As for the LUMO energy (alpha / beta): -3.77 / -9.04 eV.


Record 10
DFT (wB97M-V/def2-TZVPD) results for 2 unconnected molecules or ions with the total composition C3H7NO4 in a non-equilibrium geometry.

Geometry (Å):
N 0.88655 -0.33340 -2.45916
O 1.41521 -0.69026 -1.20285
C 1.58230 -0.09804 0.03185
O 1.36378 1.06016 0.24439
O 2.17049 -0.98403 0.83259
H -0.04255 -0.76293 -2.45839
H 0.78222 0.68225 -2.40763
H 2.41338 -0.56019 1.66897
C -1.66490 0.45690 1.43073
C -1.34603 -0.07498 0.07465
O -1.45317 -1.20712 -0.31511
H -2.51788 1.13248 1.37539
H -1.87287 -0.35626 2.12269
H -0.82763 1.06339 1.77397
H -0.88889 0.67203 -0.71210

As for the HOMO energy: -9.91 eV. The structure (SMILES) is NOC(=O)O.CC=O. As for the total charge: 0. The calculation puts the total energy at -12902.34831 eV. The frontier orbital gap comes out at 10.48 eV. As for the LUMO energy: 0.57 eV.


Record 11
DFT (wB97M-V/def2-TZVPD) results for 2 unconnected molecules or ions with the total composition C3H7NO4 in a non-equilibrium geometry.

Geometry (Å):
O -2.32024 1.87136 -1.62363
C -1.64111 1.21677 -0.87148
N -0.35406 1.51703 -0.57311
C 0.44127 0.82577 0.41239
C 1.52868 0.03029 -0.31936
O 1.36642 -1.00905 -0.89124
O 2.73996 0.57525 -0.09977
H -1.98566 0.29854 -0.36855
H 0.00944 2.35781 -0.99277
H 0.98857 1.52426 1.03920
H -0.12981 0.16056 1.05159
H 3.45310 -0.06693 -0.21026
O -1.17545 -3.02631 1.49223
H -1.27178 -2.45337 0.72409
H -1.64932 -3.82200 1.23065

As for the HOMO energy: -10.07 eV. The structure (SMILES) is O=CNCC(=O)O.O. As for the total charge: 0. The calculation puts the total energy at -12904.81501 eV. The frontier orbital gap comes out at 10.49 eV. As for the LUMO energy: 0.42 eV.


Record 12
DFT (wB97M-V/def2-TZVPD) results for a gas-phase ion, C3H7NOP (charge +1) in a non-equilibrium geometry.

Geometry (Å):
C -1.52587 -0.26265 -1.34860
P -0.72816 -0.40352 0.31727
O -0.25904 -1.91170 0.04201
C 1.11594 0.13549 0.48398
C 1.44041 1.48954 0.37272
N 1.42333 1.12528 1.61590
H -2.17993 0.70193 -1.37719
H -0.69219 -0.48761 -2.06498
H -2.25854 -1.01758 -1.25340
H -0.58194 -2.64725 0.64091
H 1.98374 -0.56759 0.37378
H 1.34843 2.41641 -0.22887
H 0.91382 1.42926 2.42646

As for the HOMO energy (alpha / beta): -13.35 / -13.35 eV. The structure (SMILES) is CP(O)[C@H]1C=[NH+]1. As for the total charge: +1. The calculation puts the total energy at -16040.42657 eV. The frontier orbital gap (alpha / beta) comes out at 7.44 / 7.44 eV. As for the LUMO energy (alpha / beta): -5.92 / -5.92 eV.


Record 13
DFT (wB97M-V/def2-TZVPD) results for a molecular structure, C3H7NOS in a non-equilibrium geometry.

Geometry (Å):
C -0.65359 -1.46557 0.87015
C 1.31966 0.48569 0.14385
C -1.84180 1.73624 -0.86116
H -1.60367 -1.07869 0.23629
H -0.83216 -2.73637 0.65828
H -0.46123 -1.32743 2.10636
H 2.40014 1.17540 0.22735
H -1.70447 2.78676 -0.28499
H -1.81401 1.79959 -2.21097
H -2.98552 1.16056 -0.37172
N 0.33601 1.34058 -0.06024
O -0.78493 0.72299 -0.42292
S 1.12392 -1.34287 0.15796

As for the HOMO energy: -8.58 eV. As for the total charge: 0. The calculation puts the total energy at -17590.53185 eV. The frontier orbital gap comes out at 9.25 eV. As for the LUMO energy: 0.67 eV.


Record 14
DFT (wB97M-V/def2-TZVPD) results for a single C3H7NOS molecule in a non-equilibrium geometry.

Geometry (Å):
N -0.64170 1.31472 0.59113
C -0.16363 -0.06479 0.48744
C 0.87679 -0.41549 1.56601
O 1.56676 -1.37811 1.48308
C 0.36936 -0.40422 -0.90216
S -1.02551 -0.40866 -2.08178
H -1.15642 1.47728 1.45359
H -1.18699 1.45920 -0.24852
H -1.02535 -0.73990 0.64823
H 0.85122 0.39535 2.33465
H 1.13356 0.30356 -1.21250
H 0.77444 -1.40833 -0.91673
H -0.37252 -0.13060 -3.20243

As for the HOMO energy: -9.34 eV. The structure (SMILES) is N[C@H](C=O)CS. As for the total charge: 0. The calculation puts the total energy at -17596.61572 eV. The frontier orbital gap comes out at 10.18 eV. As for the LUMO energy: 0.84 eV.


Record 15
DFT (wB97M-V/def2-TZVPD) results for 2 unconnected molecules or ions with the total composition C3H7NOS in a non-equilibrium geometry.

Geometry (Å):
C 0.55386 0.60423 -0.69235
C -0.97983 0.42901 -0.66594
C -0.30340 1.02771 0.39649
N 0.76441 -2.00122 1.11529
O -1.70244 1.26380 -1.54648
S 0.65800 -1.10841 2.54706
H 1.33381 -0.14620 -0.62071
H 0.97261 1.32451 -1.30120
H -1.43546 -0.63634 -0.80561
H -0.36706 1.75914 1.20479
H 1.55696 -1.76597 0.56096
H 0.53116 -2.92710 1.12358
H -1.58262 2.17684 -1.31588

As for the HOMO energy (alpha / beta): -8.15 / -8.74 eV. As for the total charge: 0. The calculation puts the total energy at -17592.24793 eV. The frontier orbital gap (alpha / beta) comes out at 7.16 / 8.63 eV. As for the LUMO energy (alpha / beta): -0.99 / -0.11 eV.


Record 16
DFT (wB97M-V/def2-TZVPD) results for a molecular structure, C3H7NOS2 in a non-equilibrium geometry.

Geometry (Å):
C 0.52291 1.75681 2.64036
C -1.57640 -0.61733 -0.45139
C -0.31745 -0.00784 0.08395
N 1.69560 1.24868 2.44980
O 0.86475 -0.09210 -0.80309
S -0.38791 2.01602 3.85338
S -0.74308 1.67626 0.66241
H -2.38920 -0.48606 0.24871
H -1.36867 -1.74302 -0.75072
H -1.85341 -0.02740 -1.38043
H -0.23508 -0.51772 1.02237
H 2.20698 0.84707 3.30961
H 2.20070 1.43170 1.66297
H 0.75579 0.24623 -1.70196

As for the HOMO energy (alpha / beta): -8.27 / -8.27 eV. As for the total charge: 0. The calculation puts the total energy at -28430.22986 eV. The frontier orbital gap (alpha / beta) comes out at 7.86 / 7.86 eV. As for the LUMO energy (alpha / beta): -0.40 / -0.40 eV.


Record 17
DFT (wB97M-V/def2-TZVPD) results for a gas-phase ion, C3H7NOS2 (charge +1) in a non-equilibrium geometry.

Geometry (Å):
S 0.55158 1.89193 3.08301
S -0.65225 0.36747 2.51446
C -0.55908 0.41899 0.68836
C -0.66428 -0.90511 -0.07232
C -0.36856 -0.77896 -1.57129
N 0.94374 -0.37876 -1.81354
O -1.22212 -0.85628 -2.40632
H 1.74473 1.68422 2.41668
H 0.48491 0.72752 0.46456
H -1.28380 1.19651 0.40318
H 0.00803 -1.66521 0.34518
H -1.70902 -1.25103 -0.01948
H 1.36814 -0.91861 -2.55104
H 1.35797 0.46731 -1.48145

As for the spin multiplicity: 2. As for the HOMO energy (alpha / beta): -13.53 / -13.53 eV. As for the total charge: +1. The calculation puts the total energy at -28423.42824 eV. The frontier orbital gap (alpha / beta) comes out at 8.43 / 4.83 eV. As for the LUMO energy (alpha / beta): -5.11 / -8.70 eV.


Record 18
DFT (wB97M-V/def2-TZVPD) results for a single C3H7NOSi molecule in a non-equilibrium geometry.

Geometry (Å):
C -0.57594 1.35823 -1.13095
C -0.34817 0.50826 0.12798
C -1.68058 0.19377 0.57869
N -2.72268 -0.06967 0.95866
O 0.23545 -0.78969 -0.13282
Si 1.46555 -1.55068 0.62658
H -0.94364 0.83333 -1.96494
H -1.48614 2.12673 -0.91719
H 0.36299 1.88817 -1.33784
H 0.13358 0.93340 0.91807
H 1.69089 -2.50882 -0.50890
H 1.43980 -2.31171 2.00620
H 2.42890 -0.61134 0.77647

As for the HOMO energy: -11.02 eV. The structure (SMILES) is C[C@@H](C#N)O[SiH3]. As for the total charge: 0. The calculation puts the total energy at -14638.36895 eV. The frontier orbital gap comes out at 11.68 eV. As for the LUMO energy: 0.66 eV.